No. 1
{
  "formula": "C25H31AsBrN4O4RhS",
  "method": "ωB97M-V/def2-TZVPD",
  "total_charge": 0,
  "relative_energy_ev": 4.6901,
  "orbital_gap_ha": 0.2776,
  "symbols": ["Rh", "O", "C", "C", "C", "C", "C", "C", "C", "O", "N", "N", "C", "C", "Br", "C", "C", "C", "C", "C", "C", "C", "H", "H", "H", "H", "H", "H", "H", "H", "H", "H", "H", "H", "H", "H", "O", "C", "As", "C", "C", "O", "H", "H", "H", "H", "H", "H", "H", "H", "H", "C", "C", "C", "C", "N", "C", "S", "N", "C", "H", "H", "H", "H", "H", "H", "H", "H"],
  "coordinates": [[0.64, -1.84, 0.23], [4.45, -1.86, -1.31], [4.41, -0.92, -2.28], [5.58, -0.67, -2.99], [5.60, 0.28, -4.00], [4.44, 0.98, -4.33], [3.28, 0.72, -3.62], [3.25, -0.21, -2.59], [1.99, -0.39, -1.78], [1.85, -1.69, -1.31], [2.14, 0.51, -0.60], [0.98, 0.31, 0.23], [1.33, 0.08, 1.46], [0.36, -0.03, 2.58], [-0.74, -1.55, 2.27], [0.30, 0.72, 3.66], [1.15, 1.91, 3.86], [1.76, 2.14, 5.10], [2.58, 3.23, 5.29], [2.80, 4.13, 4.25], [2.18, 3.93, 3.02], [1.36, 2.83, 2.83], [3.53, -2.02, -1.02], [6.47, -1.23, -2.73], [6.52, 0.47, -4.54], [4.45, 1.71, -5.13], [2.36, 1.25, -3.87], [1.10, -0.09, -2.37], [2.09, 1.47, -0.95], [2.39, 0.13, 1.73], [-0.39, 0.46, 4.46], [1.59, 1.44, 5.91], [3.05, 3.39, 6.25], [3.44, 4.99, 4.40], [2.34, 4.63, 2.22], [0.85, 2.69, 1.88], [-0.75, -2.96, -0.19], [-0.54, -5.80, 0.56], [0.30, -4.53, -0.61], [-0.86, -4.51, -2.19], [1.73, -5.53, -1.46], [1.39, -3.59, 0.40], [-0.96, -6.63, -0.01], [-1.33, -5.29, 1.11], [0.20, -6.19, 1.27], [-0.96, -5.53, -2.57], [-0.40, -3.88, -2.96], [-1.82, -4.08, -1.91], [1.31, -6.34, -2.06], [2.44, -5.93, -0.74], [2.27, -4.84, -2.12], [-7.05, 1.50, -1.86], [-6.01, 1.99, -0.90], [-6.14, 3.08, -0.10], [-5.05, 3.40, 0.75], [-3.94, 2.70, 0.79], [-3.79, 1.61, 0.00], [-2.45, 0.65, -0.05], [-4.86, 1.29, -0.83], [-5.13, 4.59, 1.66], [-7.93, 2.14, -1.83], [-7.35, 0.48, -1.61], [-6.66, 1.49, -2.88], [-7.04, 3.68, -0.12], [-4.72, 0.47, -1.40], [-6.08, 5.12, 1.56], [-4.31, 5.27, 1.43], [-5.00, 4.26, 2.69]],
  "lowdin_charge": [0.93, 0.06, -0.27, -0.01, -0.09, -0.11, -0.05, -0.12, -0.40, -0.30, 0.02, -0.07, -0.26, -0.59, 0.92, -0.08, -0.22, -0.04, -0.08, -0.08, -0.07, -0.03, 0.07, 0.12, 0.10, 0.09, 0.11, 0.14, 0.13, 0.14, 0.12, 0.11, 0.10, 0.10, 0.11, 0.12, -0.69, -0.20, 0.89, -0.21, -0.21, -0.57, 0.03, 0.03, 0.04, 0.03, 0.04, 0.02, 0.03, 0.03, 0.03, -0.01, -0.28, 0.01, -0.32, 0.10, -0.86, 0.61, 0.08, -0.03, 0.08, 0.09, 0.09, 0.11, 0.13, 0.07, 0.09, 0.09]
}


No. 2
{
  "formula": "C26H20IrN4O2PSSe2",
  "method": "ωB97M-V/def2-TZVPD",
  "total_charge": 0,
  "relative_energy_ev": 0.3174,
  "orbital_gap_ha": 0.2379,
  "symbols": ["Ir", "O", "C", "C", "C", "C", "C", "C", "C", "O", "N", "N", "C", "C", "C", "C", "C", "C", "N", "H", "H", "H", "H", "H", "H", "H", "H", "H", "H", "Se", "P", "Se", "C", "C", "C", "C", "C", "C", "C", "C", "C", "C", "C", "C", "H", "H", "H", "H", "H", "H", "H", "H", "H", "H", "S", "C", "N"],
  "coordinates": [[0.03, 0.88, 1.10], [0.16, 3.96, -2.28], [-0.89, 4.65, -1.82], [-1.26, 5.78, -2.54], [-2.33, 6.56, -2.14], [-3.06, 6.22, -1.00], [-2.71, 5.09, -0.29], [-1.63, 4.29, -0.68], [-1.30, 3.10, 0.11], [-0.21, 2.47, -0.19], [-2.15, 2.71, 1.05], [-1.70, 1.59, 1.67], [-2.34, 0.97, 2.59], [-1.65, -0.20, 3.13], [-2.17, -0.98, 4.15], [-1.43, -2.06, 4.61], [-0.20, -2.32, 4.05], [0.26, -1.51, 3.03], [-0.45, -0.48, 2.57], [0.35, 3.23, -1.65], [-0.68, 6.04, -3.42], [-2.59, 7.44, -2.71], [-3.89, 6.83, -0.68], [-3.27, 4.81, 0.59], [-3.30, 1.31, 2.95], [-3.13, -0.73, 4.58], [-1.82, -2.67, 5.41], [0.42, -3.14, 4.39], [1.23, -1.66, 2.56], [2.25, 0.39, -0.14], [1.05, -1.23, -0.95], [-1.00, -0.55, -0.67], [1.39, -1.65, -2.67], [0.44, -1.42, -3.67], [0.74, -1.74, -4.98], [1.98, -2.27, -5.31], [2.93, -2.48, -4.32], [2.64, -2.17, -3.00], [1.32, -2.79, -0.06], [2.33, -2.93, 0.88], [2.51, -4.15, 1.53], [1.67, -5.21, 1.25], [0.66, -5.08, 0.30], [0.48, -3.87, -0.35], [-0.52, -0.99, -3.41], [0.00, -1.57, -5.76], [2.21, -2.51, -6.34], [3.90, -2.88, -4.57], [3.37, -2.34, -2.23], [2.98, -2.09, 1.10], [3.30, -4.25, 2.27], [1.81, -6.16, 1.76], [0.01, -5.91, 0.08], [-0.31, -3.76, -1.08], [1.47, 3.05, 5.06], [1.15, 2.44, 3.59], [0.95, 1.98, 2.53]],
  "lowdin_charge": [0.89, 0.08, -0.25, -0.01, -0.08, -0.09, -0.03, -0.08, -0.39, -0.27, 0.11, -0.21, -0.04, -0.24, 0.00, -0.04, -0.03, -0.08, -0.08, 0.08, 0.12, 0.10, 0.10, 0.11, 0.14, 0.12, 0.12, 0.11, 0.09, 0.38, 0.21, 0.41, -0.40, -0.10, -0.07, -0.07, -0.07, -0.08, -0.41, -0.14, -0.08, -0.08, -0.07, -0.09, 0.06, 0.11, 0.11, 0.11, 0.11, 0.07, 0.11, 0.11, 0.11, 0.11, 0.49, -0.96, -0.13]
}


No. 3
{
  "formula": "C19H21N2O2",
  "method": "ωB97M-V/def2-TZVPD",
  "total_charge": 1,
  "relative_energy_ev": 6.0652,
  "orbital_gap_ha": 0.2372,
  "symbols": ["C", "O", "C", "C", "N", "C", "N", "C", "C", "C", "C", "O", "C", "C", "C", "C", "H", "H", "H", "H", "H", "H", "H", "H", "H", "H", "H", "H", "H", "H", "C", "C", "C", "C", "C", "C", "C", "H", "H", "H", "H", "H", "H", "H"],
  "coordinates": [[3.34, 1.51, -0.07], [1.94, 1.32, 0.21], [1.51, 1.12, 1.49], [0.11, 1.22, 1.66], [-0.72, 1.44, 0.50], [-0.66, 0.71, -0.66], [-1.49, 1.36, -1.52], [-1.66, 1.01, -2.91], [-2.15, 2.42, -0.87], [-1.67, 2.46, 0.39], [-0.45, 1.12, 2.95], [-1.80, 1.20, 3.01], [-2.52, 0.89, 4.22], [0.38, 0.85, 4.06], [1.76, 0.72, 3.86], [2.35, 0.86, 2.59], [3.35, 1.79, -1.12], [3.80, 2.29, 0.55], [3.89, 0.57, 0.06], [-0.93, 0.23, -3.15], [-2.67, 0.65, -3.14], [-1.49, 1.87, -3.57], [-2.89, 3.03, -1.34], [-1.82, 3.10, 1.22], [-3.56, 0.99, 3.92], [-2.32, -0.14, 4.55], [-2.29, 1.60, 5.03], [-0.06, 0.71, 5.05], [2.40, 0.48, 4.71], [3.43, 0.75, 2.44], [0.21, -1.69, -1.25], [1.22, -1.52, -2.18], [1.43, -2.24, -3.36], [0.63, -3.25, -3.89], [-0.45, -3.89, -3.31], [-0.97, -3.73, -2.03], [-0.64, -2.76, -1.08], [0.12, -0.83, -0.48], [1.93, -0.71, -1.95], [2.32, -1.96, -3.93], [0.90, -3.58, -4.91], [-0.94, -4.65, -3.93], [-1.72, -4.47, -1.73], [-1.15, -2.83, -0.10]],
  "lowdin_charge": [-0.05, -0.11, -0.22, -0.06, -0.01, -0.01, -0.13, -0.03, -0.03, -0.02, -0.21, -0.10, -0.04, -0.01, -0.07, -0.02, 0.09, 0.10, 0.09, 0.07, 0.10, 0.10, 0.12, 0.13, 0.09, 0.10, 0.10, 0.11, 0.12, 0.11, -0.07, -0.02, -0.01, -0.02, -0.02, -0.01, 0.00, 0.07, 0.12, 0.13, 0.13, 0.13, 0.13, 0.13]
}


No. 4
{
  "formula": "C8H24O4S4",
  "method": "ωB97M-V/def2-TZVPD",
  "total_charge": 0,
  "relative_energy_ev": 1.9385,
  "orbital_gap_ha": 0.3291,
  "symbols": ["C", "S", "O", "C", "H", "H", "H", "H", "H", "H", "C", "S", "O", "C", "H", "H", "H", "H", "H", "H", "C", "S", "O", "C", "H", "H", "H", "H", "H", "H", "C", "S", "O", "C", "H", "H", "H", "H", "H", "H"],
  "coordinates": [[-1.68, -6.37, -4.42], [-0.08, -5.64, -3.92], [0.97, -6.69, -4.22], [0.22, -4.14, -4.95], [-1.52, -7.24, -5.06], [-2.37, -5.63, -4.83], [-2.23, -6.82, -3.59], [0.32, -4.31, -6.03], [1.12, -3.73, -4.50], [-0.59, -3.42, -4.78], [0.94, -2.26, 2.05], [1.38, -0.57, 1.42], [0.57, -0.36, 0.19], [0.62, 0.45, 2.80], [1.26, -2.99, 1.31], [-0.13, -2.23, 2.23], [1.34, -2.44, 3.05], [1.03, 0.21, 3.78], [-0.47, 0.33, 2.87], [0.89, 1.44, 2.44], [4.29, 6.70, 4.29], [5.74, 6.00, 3.42], [6.64, 5.23, 4.35], [6.65, 7.60, 3.06], [3.83, 7.13, 3.40], [4.66, 7.52, 4.91], [3.87, 5.89, 4.88], [6.13, 8.04, 2.22], [7.65, 7.32, 2.72], [6.79, 8.38, 3.81], [-5.85, -0.41, -2.75], [-6.57, -1.33, -1.35], [-6.07, -2.76, -1.56], [-5.70, -0.71, 0.18], [-4.78, -0.59, -2.66], [-5.92, 0.64, -2.49], [-6.41, -0.55, -3.68], [-5.93, 0.35, 0.24], [-4.63, -0.91, 0.06], [-5.98, -1.13, 1.14]],
  "lowdin_charge": [-0.26, 0.82, -0.58, -0.25, 0.05, 0.05, 0.04, 0.05, 0.04, 0.04, -0.25, 0.81, -0.57, -0.25, 0.05, 0.04, 0.04, 0.05, 0.05, 0.03, -0.26, 0.82, -0.58, -0.25, 0.04, 0.04, 0.05, 0.04, 0.04, 0.05, -0.26, 0.81, -0.59, -0.24, 0.05, 0.04, 0.06, 0.04, 0.05, 0.05]
}